[1]
The following is a quantum chemistry calculation of a 7-piece molecular cluster, C46H58Cl3IN2O14S2 overall, from the OMol25 dataset.

Each line ends with the Mulliken charge.
Geometry (Å):
C: -0.08970 0.55241 -4.54403  -1.4936
C: -0.57822 0.60093 -3.13204  0.7436
Cl: -2.21058 0.02534 -2.97550  -0.1883
C: 0.10188 1.00785 -2.05863  0.0632
Cl: 1.77324 1.46042 -2.31287  -0.2660
C: -0.34291 1.12028 -0.65288  0.8777
C: -1.61354 1.57585 -0.30412  -0.5764
C: -2.02399 1.68908 1.01686  -0.3358
C: -3.44039 2.16026 1.24966  0.4310
N: -4.23954 1.15116 1.94461  -0.4283
C: -1.13304 1.35861 2.04721  -1.0057
C: 0.12563 0.88286 1.68737  0.7424
C: 0.52920 0.77208 0.36617  -0.4972
S: 1.28827 0.39903 2.90949  -0.3725
C: 0.17390 -0.10122 4.16312  0.4312
C: 0.59933 -1.08096 5.04601  -0.8682
C: -0.18971 -1.51628 6.09719  0.1323
C: 0.36878 -2.56447 7.02589  -1.6831
C: 1.84752 -2.35522 7.42446  0.0356
C: 2.23103 -0.90377 7.58014  0.5084
O: 1.70803 -0.16652 8.37355  -0.5685
O: 3.26294 -0.47539 6.76890  -0.5292
C: -1.47513 -0.96676 6.22119  0.7480
S: -2.46810 -1.54636 7.56974  -0.3364
C: -1.89678 0.02446 5.32442  -0.1810
I: -3.80626 0.83794 5.54813  0.0980
C: -1.08023 0.48831 4.29251  -0.8992
N: -1.51494 1.55800 3.43110  1.2071
C: -0.86226 2.82881 3.91874  -0.5167
C: -1.64979 4.09086 3.62140  -1.0423
C: -3.08327 4.05726 4.11946  0.0372
Cl: -4.00377 5.44249 3.44080  -0.2395
H: -0.88947 0.81477 -5.22920  0.1822
H: 0.27007 -0.44231 -4.80965  0.3872
H: 0.70996 1.26946 -4.70208  0.4966
H: -2.31329 1.85263 -1.07913  -0.0108
H: -3.86762 2.38532 0.27031  -0.0890
H: -3.45070 3.09938 1.79791  -0.2768
H: -4.99592 1.56446 2.46928  0.2246
H: -4.61632 0.48567 1.28498  0.2181
H: 1.52067 0.39890 0.16353  0.1445
H: 1.57778 -1.52055 4.89248  0.9545
H: -0.21959 -2.66660 7.92954  0.5200
H: 0.28842 -3.52638 6.51380  0.3623
H: 1.96896 -2.80521 8.41018  0.1290
H: 2.54029 -2.88672 6.77863  0.4225
H: 2.90514 0.04825 6.04147  0.3696
H: -3.61673 -1.73576 6.91349  0.1465
H: -0.69934 2.72499 4.99217  0.5763
H: 0.12076 2.92623 3.45336  0.3638
H: -1.63089 4.32205 2.55511  0.3176
H: -1.15195 4.92490 4.12183  0.5034
H: -3.57712 3.15568 3.77808  -0.2477
H: -3.14127 4.13526 5.19986  0.3717
O: -4.35540 2.21863 -2.06724  -0.3890
C: -5.23950 2.07065 -2.86117  0.1698
O: -6.46146 1.60955 -2.51856  -0.4221
C: -7.27776 1.44943 -3.69477  -0.4724
C: -6.65517 2.36914 -4.74178  -0.6146
C: -5.17917 2.32066 -4.34972  0.2512
H: -7.24564 0.39930 -3.99270  0.2523
H: -8.30126 1.71176 -3.43981  0.3478
H: -6.86001 2.05574 -5.76319  0.3432
H: -7.03609 3.38349 -4.61857  0.2948
H: -4.65427 1.48579 -4.81918  0.1554
H: -4.64844 3.24647 -4.55692  -0.0864
O: -4.21950 6.90373 -5.17863  -0.6126
C: -3.36223 6.40646 -4.51006  0.4406
O: -3.02936 5.09887 -4.62030  -0.3286
C: -2.05010 4.73704 -3.62282  0.0952
C: -1.37835 6.05058 -3.24052  -0.5513
C: -2.51869 7.05221 -3.42653  -0.4220
H: -2.57176 4.27058 -2.78422  -0.0584
H: -1.36552 4.01205 -4.05674  0.1849
H: -0.95448 6.03295 -2.23912  0.3812
H: -0.57507 6.27419 -3.94387  0.2785
H: -3.13280 7.14748 -2.52971  0.2422
H: -2.18621 8.03610 -3.74427  0.3471
O: 1.93995 -2.00878 0.08538  -0.5806
C: 2.89735 -1.90996 -0.62274  0.5555
O: 3.75838 -0.86519 -0.50842  -0.3132
C: 4.74681 -0.92268 -1.54763  -0.5035
C: 4.78378 -2.38319 -1.98811  -0.1732
C: 3.33736 -2.81596 -1.75518  -0.2639
H: 4.43378 -0.25417 -2.35374  0.1941
H: 5.69248 -0.56829 -1.14342  0.2967
H: 5.13197 -2.50502 -3.00892  0.1721
H: 5.44810 -2.94926 -1.33423  0.2063
H: 2.70280 -2.61113 -2.61956  0.1992
H: 3.23328 -3.85882 -1.47311  0.2873
O: 5.11441 -5.93123 7.17138  -0.5842
C: 4.97761 -5.30601 8.17881  0.4466
O: 4.52115 -4.02665 8.18052  -0.2794
C: 4.55686 -3.49027 9.51644  -0.2776
C: 4.54649 -4.70496 10.43794  -0.5827
C: 5.28880 -5.74103 9.59828  -0.4001
H: 5.46438 -2.89339 9.62392  0.2441
H: 3.69317 -2.84791 9.66426  0.2902
H: 4.99620 -4.50585 11.40817  0.3513
H: 3.51942 -5.03346 10.60323  0.2636
H: 6.36940 -5.69126 9.74000  0.2537
H: 4.94837 -6.75891 9.76358  0.3005
O: 0.19900 1.47776 -7.45194  -0.5577
C: -0.77857 1.38796 -8.13316  0.6118
O: -1.95924 0.93510 -7.64468  -0.3137
C: -2.93386 0.83631 -8.69701  -0.4646
C: -2.44547 1.78764 -9.78339  -0.4386
C: -0.92924 1.70789 -9.60871  -0.5554
H: -2.96672 -0.20096 -9.03678  0.2685
H: -3.90661 1.10533 -8.29296  0.2676
H: -2.79824 1.51719 -10.77609  0.3304
H: -2.78735 2.80041 -9.56755  0.2656
H: -0.48829 0.89031 -10.18104  0.2657
H: -0.41673 2.63497 -9.84767  0.3085
O: 3.20813 -6.25738 -2.74936  -0.5500
C: 4.15887 -6.10882 -3.45475  0.4624
O: 4.98465 -5.03550 -3.33612  -0.2234
C: 5.98200 -5.05783 -4.37190  -0.4717
C: 6.06625 -6.51323 -4.81722  -0.5355
C: 4.63266 -6.99208 -4.59330  -0.4869
H: 5.65548 -4.39599 -5.17761  0.2985
H: 6.91539 -4.68020 -3.96110  0.3208
H: 6.42356 -6.62544 -5.83842  0.3266
H: 6.74313 -7.06060 -4.16043  0.2735
H: 3.99358 -6.80555 -5.45765  0.2616
H: 4.56418 -8.03851 -4.31160  0.3123

Its SMILES is C/C(Cl)=C(\Cl)c1cc(CN)c2c(c1)Sc1cc(CCC(=O)O)c(S)c(I)c1N2CCCCl.O=C1CCCO1.O=C1CCCO1.O=C1CCCO1.O=C1CCCO1.O=C1CCCO1.O=C1CCCO1. As for the total charge: 0. Its HOMO energy is -7.5 eV.

=====

[2]
The following is a quantum chemistry calculation of one molecule with the formula C21H23NO6S, from the OMol25 dataset.

Each line ends with the natural charge from an NBO analysis.
Geometry (Å):
C: 4.07601 4.76619 2.81097  -0.2380
H: 4.56483 5.00698 1.86386  0.1747
O: 2.98110 3.89472 2.62587  -0.4939
C: 3.11078 2.67685 2.03966  0.2775
C: 1.88962 2.07324 1.74515  -0.2119
C: 1.84142 0.82588 1.14887  -0.1630
C: 3.02447 0.15265 0.85173  -0.2899
C: 4.24766 0.72097 1.15690  0.3182
C: 4.31097 2.00600 1.74227  0.1889
O: 5.49124 2.60907 2.08712  -0.5158
C: 6.61736 2.48345 1.24039  -0.2412
H: 7.16626 1.56084 1.43487  0.1938
H: 7.25045 3.34029 1.47461  0.1865
H: 6.33248 2.51909 0.18661  0.1785
O: 5.43917 0.08836 0.94056  -0.5184
C: 5.42362 -1.19212 0.35515  -0.2518
H: 4.88706 -1.91252 0.97940  0.1823
H: 6.46903 -1.48798 0.27982  0.2006
H: 4.97919 -1.17259 -0.64443  0.1804
H: 2.94741 -0.82237 0.40109  0.2416
C: 0.56930 0.16217 0.80783  0.7946
O: 0.48409 -0.89542 0.22862  -0.5970
O: -0.49737 0.86468 1.24076  -0.4961
C: -1.77124 0.38385 0.97978  0.2688
C: -2.13559 -0.04002 -0.28695  -0.1843
C: -3.42045 -0.53181 -0.50488  -0.1239
C: -4.33795 -0.54227 0.54109  -0.1705
C: -3.96901 -0.09319 1.79556  -0.2024
C: -2.68281 0.36040 2.02732  -0.2276
H: -2.37367 0.70186 3.00250  0.2262
H: -4.68600 -0.10356 2.60210  0.2200
H: -5.33917 -0.90096 0.35716  0.2344
C: -3.83121 -0.96003 -1.85145  0.1309
N: -3.03324 -1.78142 -2.54987  -0.3937
C: -3.36530 -2.19664 -3.89606  -0.2662
H: -2.47160 -2.09026 -4.51920  0.2014
C: -3.80569 -3.66361 -3.88060  -0.0779
H: -4.73393 -3.75618 -3.29705  0.1739
O: -2.80027 -4.48417 -3.32865  -0.5210
C: -2.48405 -4.08397 -2.01792  -0.0761
H: -3.36536 -4.19371 -1.36596  0.1655
C: -2.00645 -2.62388 -1.97151  -0.2552
H: -1.09447 -2.52301 -2.56897  0.2057
H: -1.79056 -2.33966 -0.94357  0.2433
H: -1.69386 -4.75209 -1.67297  0.2008
H: -3.97756 -4.02641 -4.89451  0.2003
H: -4.16445 -1.56077 -4.27877  0.2573
S: -5.23252 -0.33085 -2.46499  -0.1795
H: -1.43095 0.02507 -1.10130  0.2283
H: 0.98865 2.61303 1.98299  0.2416
H: 3.64054 5.67308 3.23103  0.1892
H: 4.81014 4.35558 3.50584  0.1902

Its SMILES is COc1cc(C(=O)Oc2cccc(C(=S)N3CCOCC3)c2)cc(OC)c1OC. As for the total charge: 0. Its HOMO energy is -8.0 eV.

=====

[3]
The following is a quantum chemistry calculation of C4H6Na2O2 as an isolated structure, from the OMol25 dataset.

Each line ends with the natural charge from an NBO analysis.
Geometry (Å):
O: 1.57674 1.34239 0.73268  -1.0498
Na: -0.38599 2.26551 0.79388  0.7992
C: 1.66549 -0.00146 0.47468  -0.0250
C: 0.73431 -0.50591 -0.64584  -0.5161
H: 2.69451 -0.30918 0.15798  0.1068
H: 1.01114 0.06736 -1.54896  0.1818
H: 0.95659 -1.56698 -0.86322  0.1880
H: 1.46345 -0.63574 1.37659  0.0920
C: -1.21583 -0.43778 0.65545  -0.8121
C: -0.85805 -0.34236 -0.67231  0.3884
O: -1.55470 -0.32512 -1.75689  -0.8666
Na: -3.15058 1.38645 -1.15593  0.1565
H: -0.65926 -0.32386 1.58654  0.2032
H: -2.27780 -0.61331 0.86533  0.1537

The multiplicity is 2. As for the total charge: -1. Its HOMO energy (alpha / beta) is -1.3 / -3.7 eV.

=====

[4]
The following is a quantum chemistry calculation of a 2-piece molecular cluster, C4H6O2 overall, from the OMol25 dataset.

Each line ends with the natural charge from an NBO analysis.
Geometry (Å):
C: 1.72513 1.06771 -1.27189  -0.7241
C: 0.42699 0.86758 -0.54649  0.4485
O: 0.33287 0.68192 0.64572  -0.5419
C: -1.52979 -1.42659 1.88844  -0.7894
C: -1.76146 -1.27702 0.60687  0.7348
O: -1.98027 -1.15244 -0.53610  -0.4912
H: 1.86867 0.24256 -1.98118  0.2392
H: 2.55317 1.09177 -0.56244  0.2331
H: 1.69757 1.99449 -1.85727  0.2343
H: -1.98773 -2.24445 2.42754  0.2584
H: -0.86299 -0.72259 2.36760  0.2816
H: -0.48217 0.87707 -1.18082  0.1167

Its SMILES is C=C=O.CC=O. As for the total charge: 0. Its HOMO energy is -9.0 eV.

=====

[5]
The following is a quantum chemistry calculation of a 2-piece molecular cluster, C3H10FN2S overall, from the OMol25 dataset.

Each line ends with the natural charge from an NBO analysis.
Geometry (Å):
C: -0.99507 -1.00425 0.00786  -0.4429
C: -1.91448 0.89637 -0.73362  -0.4841
C: 0.45273 0.28576 -1.64391  0.1541
N: 0.48160 1.54001 -2.20820  -0.8015
N: -0.60501 0.32197 -0.59239  -0.4429
F: 1.13971 3.57789 -0.36882  -0.5488
S: 1.16814 -1.03135 -2.22514  0.1655
H: -0.32553 -1.24057 0.92207  0.2571
H: -2.01453 -1.04687 0.39315  0.2482
H: -0.74535 -1.81678 -0.63718  0.2700
H: -2.59837 0.43680 -1.50281  0.2671
H: -2.45792 0.75122 0.22394  0.2599
H: -1.98259 2.02169 -0.81524  0.2523
H: 1.30729 3.10796 -1.07015  0.5439
H: 0.89003 1.91338 -3.01821  0.4516
H: -0.41301 1.77599 -1.91665  0.3813
H: -0.24006 0.97450 0.17622  0.4690

As for the total charge: +1. Its HOMO energy is -13.9 eV.

=====

[6]
The following is a quantum chemistry calculation of a 2-piece molecular cluster, C3H6INOS overall, from the OMol25 dataset.

Each line ends with the natural charge from an NBO analysis.
Geometry (Å):
C: -1.02355 0.32210 0.06114  0.6098
C: -0.92619 1.62623 0.80232  -0.6997
C: 0.08104 -1.67967 -0.41657  -0.4647
N: -0.04236 -0.52939 0.37741  -0.3276
O: -1.93556 0.03235 -0.74750  -0.5630
S: 2.30956 1.05854 0.03806  -0.1790
I: 3.45640 -0.66353 -0.91227  0.2467
H: -1.89728 2.12491 0.87005  0.2361
H: -0.25240 2.19449 0.25056  0.2314
H: -0.41494 1.53453 1.72760  0.2340
H: 1.08459 -1.73282 -0.94620  0.2211
H: 0.20030 -2.56576 0.08871  0.2178
H: -0.63959 -1.72200 -1.19330  0.2371

As for the total charge: 0. Its HOMO energy (alpha / beta) is -9.2 / -9.2 eV.